one) This record from the Open Molecules 2025 dataset describes C2H4NP in the gas phase. The level of theory is the ωB97M-V functional and the def2-TZVPD basis.

Values from the calculation:
**SMILES**: CC1=[PH]=N1
**E_HOMO**: -8.744 eV
**HOMO-LUMO gap**: 9.65 eV
**E_LUMO**: 0.91 eV

Structure (ORCA input):
```
! wB97M-V def2-TZVPD RIJCOSX def2/J DEFGRID3
* xyz 0 1
C 0.025 0.548 0.466
C 0.053 0.251 -0.944
P 1.107 -0.580 -2.262
N -0.463 0.381 -2.067
H -0.279 1.511 0.768
H 0.993 0.403 0.723
H -0.792 -0.096 1.005
H 0.807 -1.840 -1.687
*
```



two) This record from the Open Molecules 2025 dataset describes C2H4NP in the gas phase. The level of theory is the ωB97M-V functional and the def2-TZVPD basis.

Values from the calculation:
**SMILES**: [H]/N=C1/CP1
**E_HOMO**: -8.600 eV
**HOMO-LUMO gap**: 9.39 eV
**E_LUMO**: 0.79 eV

Structure (ORCA input):
```
! wB97M-V def2-TZVPD RIJCOSX def2/J DEFGRID3
* xyz 0 1
H 2.028 0.034 1.380
N 1.694 0.561 0.577
C 0.690 0.074 0.067
C -0.470 0.161 -0.812
P -0.333 -1.539 0.090
H -1.067 0.978 -0.650
H -0.223 -0.116 -1.784
H -1.050 -0.798 1.139
*
```



Least stable = two)



one) This record from the Open Molecules 2025 dataset describes a molecular structure, C19H22N3O7Ru. The level of theory is the ωB97M-V functional and the def2-TZVPD basis.

Values from the calculation:
**Expectation value of S²**: 0.79
**E_HOMO (spin up / spin down)**: -6.917 / -7.333 eV
**HOMO-LUMO gap (spin up / spin down)**: 7.48 / 6.91 eV
**E_LUMO (spin up / spin down)**: 0.56 / -0.43 eV

Structure (ORCA input):
```
! wB97M-V def2-TZVPD RIJCOSX def2/J DEFGRID3
* xyz 0 2
Ru -0.198 -0.088 0.598
O -0.395 1.051 4.567
C -0.604 0.805 3.289
O -0.266 -0.236 2.757
C -1.469 1.841 2.617
O -1.429 1.674 1.206
C -1.097 2.813 0.405
C 1.194 2.065 1.156
O 1.195 2.384 2.349
O 1.693 1.013 0.654
H 0.177 0.349 4.914
H -1.173 2.840 2.924
H -2.497 1.644 2.942
H -1.577 3.707 0.809
H -1.562 2.587 -0.549
C 0.626 -0.901 -2.086
N 0.004 0.330 -1.554
C -1.271 0.515 -2.272
C 0.941 1.438 -1.888
C 0.741 2.810 -1.288
C 0.948 3.873 -2.120
C 1.042 5.201 -1.664
C 0.985 5.458 -0.278
C 0.742 4.457 0.599
C 0.443 3.048 0.178
H 0.880 -0.767 -3.145
H -0.079 -1.726 -2.000
H 1.523 -1.131 -1.518
H -1.133 0.304 -3.338
H -1.609 1.545 -2.182
H -2.025 -0.152 -1.860
H 0.922 1.549 -2.979
H 1.936 1.095 -1.604
H 1.094 3.681 -3.177
H 1.213 6.004 -2.367
H 1.152 6.463 0.088
H 0.722 4.634 1.666
O -1.878 -1.187 0.236
N -1.694 -2.457 0.189
N -0.491 -2.834 0.345
O 0.536 -2.016 0.536
C -0.199 -4.238 0.305
C -1.227 -5.172 0.331
C -0.905 -6.517 0.282
C 0.422 -6.924 0.215
C 1.433 -5.977 0.199
C 1.131 -4.623 0.245
H -2.253 -4.845 0.389
H -1.698 -7.253 0.302
H 0.664 -7.978 0.182
H 2.468 -6.287 0.153
H 1.901 -3.867 0.243
*
```



two) This record from the Open Molecules 2025 dataset describes a molecular structure, C19H22N3O7Ru. The level of theory is the ωB97M-V functional and the def2-TZVPD basis.

Values from the calculation:
**Expectation value of S²**: 0.76
**E_HOMO (spin up / spin down)**: -7.933 / -7.826 eV
**HOMO-LUMO gap (spin up / spin down)**: 8.30 / 7.67 eV
**E_LUMO (spin up / spin down)**: 0.36 / -0.16 eV

Structure (ORCA input):
```
! wB97M-V def2-TZVPD RIJCOSX def2/J DEFGRID3
* xyz 0 2
Ru 0.494 -0.254 0.248
O 2.265 -3.976 0.203
C 1.965 -2.825 0.784
O 0.844 -2.353 0.704
C 3.103 -2.302 1.632
O 3.022 -0.942 1.909
C 3.843 -0.102 1.114
C 3.464 0.013 -0.364
O 4.292 0.479 -1.124
O 2.290 -0.411 -0.709
H 1.480 -4.281 -0.281
H 4.056 -2.607 1.191
H 2.990 -2.834 2.584
H 4.888 -0.421 1.162
H 3.771 0.888 1.565
C 0.812 1.778 -1.937
N 0.278 1.700 -0.561
C -1.153 2.062 -0.594
C 1.005 2.669 0.307
C 0.902 2.212 1.728
C 1.025 3.066 2.817
C 0.930 2.554 4.103
C 0.697 1.195 4.292
C 0.572 0.350 3.199
C 0.693 0.846 1.905
H 0.613 2.771 -2.352
H 0.317 1.021 -2.543
H 1.880 1.580 -1.936
H -1.271 3.083 -0.970
H -1.564 1.994 0.412
H -1.678 1.379 -1.258
H 0.588 3.671 0.161
H 2.046 2.697 -0.026
H 1.187 4.128 2.664
H 1.023 3.212 4.956
H 0.610 0.799 5.296
H 0.379 -0.706 3.352
O -1.402 -0.574 1.064
N -2.368 -0.864 0.280
N -2.040 -1.057 -0.930
O -0.803 -0.962 -1.369
C -3.070 -1.361 -1.884
C -4.410 -1.332 -1.515
C -5.369 -1.630 -2.467
C -5.000 -1.949 -3.768
C -3.659 -1.969 -4.117
C -2.683 -1.674 -3.176
H -4.687 -1.080 -0.503
H -6.414 -1.610 -2.189
H -5.757 -2.178 -4.506
H -3.364 -2.214 -5.129
H -1.633 -1.682 -3.424
*
```



Least stable = one)



one) This record from the Open Molecules 2025 dataset describes 3 unconnected molecules or ions with the total composition C4H14NO3. The level of theory is the ωB97M-V functional and the def2-TZVPD basis.

Values from the calculation:
**E_HOMO**: -4.435 eV
**HOMO-LUMO gap**: 8.15 eV
**E_LUMO**: 3.71 eV

Structure (ORCA input):
```
! wB97M-V def2-TZVPD RIJCOSX def2/J DEFGRID3
* xyz -1 1
C 1.093 -2.259 1.434
C 0.607 -1.078 0.601
C 1.017 0.173 1.442
C 0.662 1.544 0.659
O 1.121 1.502 -0.751
N -0.868 -1.012 0.228
H 2.149 -2.318 1.304
H 0.665 -3.209 1.104
H 0.855 -2.103 2.507
H 1.239 -1.074 -0.324
H 2.118 0.044 1.671
H 0.475 0.140 2.378
H 1.252 2.413 1.124
H -0.354 1.737 0.733
H -0.919 -0.342 -0.493
H -1.299 -1.960 0.049
H -2.400 1.908 -1.843
H -2.917 1.643 -3.176
O -3.232 2.117 -2.383
H 0.316 1.103 -1.261
H -0.624 0.199 -2.817
O -0.958 0.832 -2.184
*
```



two) This record from the Open Molecules 2025 dataset describes 3 unconnected molecules or ions with the total composition C4H14NO3. The level of theory is the ωB97M-V functional and the def2-TZVPD basis.

Values from the calculation:
**E_HOMO**: -3.845 eV
**HOMO-LUMO gap**: 7.87 eV
**E_LUMO**: 4.03 eV

Structure (ORCA input):
```
! wB97M-V def2-TZVPD RIJCOSX def2/J DEFGRID3
* xyz -1 1
C 1.427 0.788 1.127
O 0.149 0.285 1.146
C 2.380 0.029 0.116
C 1.674 -0.251 -1.173
C 0.856 -1.584 -1.187
N -0.542 -1.241 -1.022
H 1.412 1.846 0.796
H 1.937 0.765 2.114
H 3.262 0.693 0.111
H 2.785 -0.863 0.611
H 0.979 0.535 -1.472
H 2.362 -0.253 -2.034
H 1.256 -2.160 -0.344
H 1.048 -2.032 -2.164
H -0.523 -0.590 -0.218
H -1.215 -1.994 -0.909
H -2.712 -0.739 -1.400
H -3.045 0.299 -0.277
O -3.437 -0.343 -0.881
H -1.002 1.405 1.352
H -1.801 1.662 2.585
O -1.676 2.091 1.735
*
```



Least stable = one)